The following is a quantum chemistry calculation of C6H10O as an isolated structure, from the Open Molecules 2025 dataset.

The calculation puts the energy above the lowest of the compared OMol25 structures with the same formula, charge and spin at 1.472 eV. As for the energy: -8429.7686 eV. The HOMO energy comes out at -0.346 hartree. Its frontier orbital gap is 10.494 eV. For the LUMO energy, the calculation gives 1.080 eV.

```
17
C6H10O (the ωB97M-V functional and the def2-TZVPD basis)
C 1.868 -0.544 -0.162
C 0.769 0.321 0.431
C 0.029 1.346 -0.473
C -1.319 0.855 0.098
O -2.002 -0.045 -0.780
C -1.316 -1.171 -0.203
C -0.594 -0.292 0.832
H 2.226 -1.283 0.565
H 2.724 0.074 -0.456
H 1.529 -1.084 -1.054
H 1.165 0.844 1.310
H 0.282 2.396 -0.301
H 0.097 1.133 -1.545
H -1.989 1.583 0.566
H -0.687 -1.695 -0.934
H -2.029 -1.884 0.228
H -0.752 -0.555 1.880
```

The following is a quantum chemistry calculation of C44H58BIrN10O3P2S as an isolated structure, from the Open Molecules 2025 dataset.

The calculation puts the energy above the lowest of the compared OMol25 structures with the same formula, charge and spin at 0.489 eV. As for the energy: -100527.8106 eV. The HOMO energy comes out at -0.440 hartree. Its frontier orbital gap is 5.525 eV. For the LUMO energy, the calculation gives -6.437 eV. The net charge is +2.

```
120
C44H58BIrN10O3P2S (the ωB97M-V functional and the def2-TZVPD basis)
Ir 1.068 -0.156 -0.053
C -4.938 -3.179 -2.351
C -3.479 -2.820 -2.098
C -2.560 -3.318 -3.208
P -0.971 0.750 -0.759
C -1.166 1.324 -2.476
C -0.682 0.290 -3.499
C -2.590 1.799 -2.759
C -2.597 0.559 0.065
C -3.776 -0.146 0.202
C -4.740 0.338 1.085
C -6.063 -0.361 1.247
C -4.469 1.503 1.810
C -3.304 2.243 1.655
C -2.386 1.759 0.738
N -1.121 2.152 0.266
C -0.526 3.408 0.273
C -1.293 4.549 0.522
C -0.709 5.797 0.545
C 0.651 5.964 0.283
C 1.297 7.322 0.301
C 1.390 4.829 0.001
C 0.844 3.534 0.014
P 1.982 2.148 -0.375
C 3.457 2.549 0.711
C 4.793 1.959 0.242
C 3.235 2.349 2.209
C 2.647 2.748 -2.050
C 1.610 3.389 -2.975
C 3.475 1.787 -2.905
H -5.080 -4.262 -2.372
H -5.247 -2.792 -3.322
H -5.607 -2.758 -1.599
H -2.631 -4.414 -0.958
H -2.854 -2.888 -4.166
H -2.623 -4.404 -3.302
H -1.518 -3.054 -3.021
H -0.502 2.193 -2.485
H -1.455 -0.457 -3.693
H 0.219 -0.238 -3.181
H -0.458 0.778 -4.448
H -3.309 0.987 -2.652
H -2.642 2.161 -3.786
H -2.893 2.614 -2.100
H -3.998 -1.025 -0.380
H -6.066 -1.325 0.740
H -6.875 0.235 0.829
H -6.294 -0.528 2.300
H -5.216 1.860 2.509
H -3.141 3.141 2.232
H -2.359 4.455 0.669
H -1.326 6.665 0.739
H 0.552 8.111 0.373
H 1.887 7.492 -0.600
H 1.968 7.418 1.156
H 2.430 4.974 -0.264
H 3.533 3.625 0.547
H 4.840 0.874 0.239
H 5.577 2.319 0.908
H 5.057 2.286 -0.761
H 2.980 1.322 2.480
H 2.447 3.000 2.590
H 4.151 2.608 2.739
H 3.320 3.523 -1.673
H 1.046 2.619 -3.501
H 2.152 3.951 -3.737
H 0.923 4.077 -2.489
H 2.836 1.046 -3.382
H 4.269 1.274 -2.371
H 3.940 2.360 -3.708
C 1.848 -4.317 0.079
C 1.542 -3.214 -0.712
N 0.795 -2.333 -0.036
N 0.572 -2.890 1.192
C 1.223 -4.073 1.278
B -0.610 -2.449 2.046
N -0.412 -1.002 2.526
C -0.798 -0.470 3.703
C -0.413 0.848 3.767
C 0.216 1.084 2.559
N 0.216 -0.013 1.801
N -1.929 -2.679 1.028
C -3.188 -3.142 1.512
C -3.886 -3.564 0.455
C -3.012 -3.396 -0.734
N -1.822 -2.772 -0.215
N -0.892 -3.447 3.138
C -1.144 -4.780 2.948
C -1.345 -5.353 4.169
C -1.197 -4.286 5.081
N -0.929 -3.154 4.467
H 2.431 -5.176 -0.203
H 1.839 -3.043 -1.732
H 1.171 -4.670 2.172
H -1.276 -1.105 4.428
H -0.558 1.535 4.582
H 0.650 1.994 2.192
H -3.414 -3.106 2.564
H -4.867 -4.010 0.457
H -3.382 -1.733 -2.041
H -1.155 -5.223 1.964
H -1.557 -6.386 4.384
H -1.275 -4.305 6.156
N 3.005 -0.827 0.631
C 3.552 -1.062 -0.690
C 2.719 -0.626 -1.702
C 2.982 -0.885 -3.024
C 4.160 -1.561 -3.321
C 5.040 -1.948 -2.316
C 4.741 -1.703 -0.980
S 4.444 -1.952 -5.063
O 3.730 -3.208 -5.165
O 5.882 -2.017 -5.146
O 3.807 -0.822 -5.713
H 2.884 -1.695 1.156
H 3.580 -0.215 1.203
H 1.726 -0.049 -1.557
H 2.343 -0.577 -3.844
H 5.954 -2.451 -2.606
H 5.399 -2.034 -0.185
```